Entry 1:
ORCA calculation (ωB97M-V/def2-TZVPD) on C25H47CaCl4F5KLiN2O9PS as an isolated structure at a distorted geometry.

Geometry (Å):
C1 7.0338 -0.7048 1.4660
C2 6.1951 -0.7564 2.7512
C3 5.3364 0.5178 2.9437
C4 3.8498 0.1726 3.1921
C5 3.1247 0.0867 1.8629
C6 2.9849 1.4669 1.1267
Cl1 3.3052 2.8918 2.1570
C7 1.6528 1.3614 0.2790
C8 2.2030 0.5895 -0.9656
C9 1.2350 0.0047 -2.0189
C10 1.4726 -1.3923 -2.4206
F1 2.0321 -1.5149 -3.7414
S1 1.0402 3.0273 -0.2686
O1 2.0369 4.0126 0.0100
O2 -0.2367 3.3000 0.3549
C11 0.7518 3.2541 -2.1338
F2 -0.2369 2.5275 -2.5710
F3 0.3774 4.5232 -2.1180
F4 1.8640 3.1351 -2.7809
N1 0.7860 0.5810 1.2481
C12 -0.4253 -0.1111 0.6828
C13 -1.5531 0.6958 0.0747
C14 -2.6536 -0.2495 -0.4345
C15 -2.8840 -1.5313 0.3767
C16 -4.2906 -2.0893 0.2367
O3 -4.3669 -3.0385 -0.8461
C17 -4.2445 -4.3336 -0.4540
C18 -2.9636 -5.0002 -0.8585
O4 -5.0979 -4.9103 0.1363
C19 0.4811 1.4981 2.4199
C20 -0.8894 1.4034 3.1231
C21 -0.7603 1.7286 4.6553
O5 -1.2468 2.7578 5.1045
O6 -0.2161 0.8943 5.4824
C22 1.6859 -0.5419 1.8083
N2 1.8019 -1.7359 0.9704
P1 1.3617 -1.3046 3.5967
O7 2.3237 -2.5905 3.4890
Cl2 -0.4581 -2.1998 3.3704
H1 6.5778 -0.0750 0.7074
H2 8.0219 -0.3077 1.6743
H3 7.1631 -1.6996 1.0518
H4 5.4949 -1.5803 2.6323
H5 6.8263 -0.8959 3.6178
H6 5.6718 1.0191 3.8465
H7 5.4514 1.1886 2.1012
H8 3.8889 -0.7809 3.7082
H9 3.4099 0.8682 3.8982
H10 3.7506 -0.5142 1.2144
H11 3.8208 1.4888 0.4448
H12 2.8748 -0.2032 -0.6489
H13 2.8722 1.2923 -1.4634
H14 1.4041 0.5854 -3.1376
H15 0.1868 0.1543 -1.8165
H16 2.2146 -1.9183 -1.7856
H17 0.4659 -1.9096 -2.4332
H18 -0.1154 -0.7852 -0.0982
H19 -0.8266 -0.7380 1.4624
H20 -1.1713 1.2108 -0.8021
H21 -1.9644 1.4810 0.6949
H22 -3.5840 0.3072 -0.4237
H23 -2.4960 -0.4722 -1.4872
H24 -2.7143 -1.3288 1.4328
H25 -2.1628 -2.2922 0.0735
H26 -5.0107 -1.2947 0.0806
H27 -4.5707 -2.5810 1.1643
H28 -3.1295 -6.0691 -0.8617
H29 -2.1657 -4.7323 -0.1725
H30 -2.6836 -4.6793 -1.8604
H31 0.6002 2.5273 2.1017
H32 1.2510 1.4371 3.1838
H33 -1.4544 0.4776 3.0872
H34 -1.5439 2.1761 2.7162
H35 -0.8505 -0.0088 5.4735
H36 1.0308 -2.3645 1.1871
H37 1.6927 -1.5392 -0.0154
H38 1.9205 -3.3150 2.9937
O8 -2.5924 5.4026 -2.4074
H39 -2.1760 5.4784 -1.5474
H40 -1.9802 4.8855 -2.9367
C23 -4.0803 -0.4025 -4.7443
C24 -5.1882 0.4802 -4.1356
C25 -4.9463 1.9038 -4.6673
O9 -5.0765 0.4375 -2.7931
H41 -3.0919 -0.0764 -4.4381
H42 -4.2469 -1.4361 -4.4018
H43 -4.1065 -0.4004 -5.8447
H44 -6.1536 0.1400 -4.5684
H45 -3.9641 2.2612 -4.3622
H46 -5.7029 2.5787 -4.2762
H47 -4.9971 1.9354 -5.7625
Ca1 1.0875 -3.7067 -3.3730
Cl3 -0.7772 -1.3292 -4.4929
Cl4 -2.1476 -1.0500 5.8539
K1 -0.5383 4.0979 3.4490
F5 1.1146 0.9008 -4.6869
Li1 -2.9954 -2.6548 -4.7136

Calculated values
HOMO energy = -8.15 eV
F_max = 2.86 eV/A
Orbital gap = 1.954 eV
Charge = +1

Entry 2:
ORCA calculation (ωB97M-V/def2-TZVPD) on one molecule with the formula C4H10N2S at a distorted geometry.

Geometry (Å):
C1 1.8297 -1.4635 -0.5169
C2 1.3511 -0.4988 0.5834
N1 -0.1502 -0.7078 0.4313
C3 -0.6702 0.3958 -0.1050
C4 -0.1726 1.8025 -0.0336
N2 -2.0193 0.3419 -0.2407
S1 -3.1707 -0.9842 -0.0366
H1 1.3676 -1.1465 -1.6109
H2 1.3583 -2.5797 -0.1875
H3 2.9623 -1.5736 -0.7841
H4 1.6783 0.5705 0.2924
H5 1.4702 -0.8924 1.6685
H6 0.3860 2.0543 0.9246
H7 0.3757 1.9116 -0.9794
H8 -0.9115 2.6531 -0.0100
H9 -2.3750 1.2437 -0.7014
H10 -3.3096 -1.1269 1.3058

Calculated values
HOMO energy = -8.43 eV
SMILES = CC/N=C(\C)NS
ΔE to the lowest compared entry with this formula, charge and spin = 70.5 kcal/mol
F_max = 6.02 eV/A
Orbital gap = 9.105 eV
Charge = 0